(1)
51
Properties=species:S:1:pos:R:3:forces:R:3 method="wB97M-V/def2-TZVPD" e_above_lowest_kj_mol=57.1 orbital_gap_ev=5.86 fmax_ha_per_bohr=0.0185 multiplicity=1 total_charge=0 energy_ha=-2040.004935
Pt -0.960661 0.047363 0.495365 -0.458 -0.361 -0.576
O -6.082992 3.803148 -2.116509 -0.026 -0.022 0.044
C -6.216855 3.134811 -1.081226 -0.141 0.274 -0.213
O -7.166475 2.966473 -0.299142 0.180 -0.076 -0.075
C -4.932389 2.357753 -0.695489 -0.316 -0.324 0.488
C -5.008587 1.412243 0.334221 0.154 0.160 -0.193
C -3.887077 0.710228 0.702327 0.183 0.002 0.027
N -2.722741 0.924040 0.072099 0.159 -0.157 0.095
C -2.626571 1.832152 -0.916801 0.107 -0.105 -0.052
C -3.713145 2.565336 -1.328728 0.184 -0.094 0.016
C -1.268359 1.937648 -1.555213 -0.142 -0.040 0.230
O -1.020466 2.698851 -2.441863 0.146 0.030 -0.163
O -0.359561 1.083350 -1.064143 0.034 0.151 0.174
H -5.955418 1.264878 0.835496 -0.032 0.081 -0.050
H -3.874624 -0.007380 1.512011 -0.005 0.001 -0.018
H -3.603431 3.278071 -2.134372 -0.145 0.032 0.002
O 0.816560 1.844014 3.470229 -0.039 0.146 0.037
C 0.522915 1.224058 2.490294 -0.040 0.127 0.156
O -0.553340 1.467554 1.751231 0.314 0.374 0.012
C 1.396445 0.107149 1.990287 0.088 -0.131 -0.223
C 2.648414 -0.132568 2.561299 -0.036 0.055 0.065
C 3.438413 -1.089562 1.998716 0.039 -0.038 -0.045
C 3.006325 -1.783459 0.847257 -0.039 0.022 0.027
C 3.821801 -2.734374 0.190311 0.026 0.011 0.012
C 3.386641 -3.348831 -0.945392 0.021 -0.021 -0.022
C 2.117623 -3.037431 -1.478488 -0.003 0.005 0.005
C 1.297647 -2.133709 -0.866272 0.010 0.031 0.111
C 1.727078 -1.498280 0.318893 -0.089 0.140 0.036
N 0.943344 -0.567519 0.954814 -0.078 -0.230 -0.143
H 2.936107 0.460230 3.417127 0.014 -0.005 0.004
H 4.417279 -1.309401 2.406937 0.003 -0.010 0.004
H 4.799415 -2.951955 0.601260 0.001 0.000 0.007
H 4.015782 -4.069288 -1.449847 0.000 -0.004 0.000
H 1.792077 -3.516942 -2.391804 -0.002 0.009 -0.006
H 0.336467 -1.890508 -1.287026 -0.081 0.037 -0.038
C -2.615078 -3.424952 1.321449 -0.030 -0.035 -0.149
C -1.985419 -2.135590 0.955226 0.273 0.278 -0.379
O -1.654500 -1.282068 1.860112 -0.311 -0.507 -0.206
O -1.739587 -1.791295 -0.258338 0.029 0.135 0.939
H -2.320348 -3.705607 2.328248 -0.005 -0.003 0.028
H -2.343030 -4.193710 0.601118 0.001 0.029 0.011
H -3.699228 -3.300884 1.292314 -0.005 0.015 0.008
C 4.605174 1.363004 -0.483628 -0.001 0.013 -0.058
S 2.846307 1.738658 -0.599078 0.063 -0.009 0.068
C 2.676594 1.930234 -2.380632 -0.041 -0.030 0.015
H 4.859550 0.503158 -1.104834 0.001 -0.011 0.004
H 4.818852 1.119286 0.556655 0.012 0.032 -0.006
H 5.217594 2.215329 -0.774545 -0.002 0.007 -0.014
H 3.306234 2.740213 -2.744817 0.005 0.010 0.010
H 1.632625 2.173184 -2.571196 0.005 0.012 -0.007
H 2.926618 1.002897 -2.895913 0.014 -0.002 0.000

***

(2)
9
Properties=species:S:1:pos:R:3:forces:R:3 method="wB97M-V/def2-TZVPD" e_above_lowest_kj_mol=303.9 orbital_gap_ev=8.75 fmax_ha_per_bohr=0.0558 multiplicity=1 total_charge=0 energy_ha=-566.827605
C -0.966891 0.034866 0.202245 -1.792 -1.851 -1.263
C -1.984198 0.483830 -0.774179 -1.188 1.425 0.273
C 1.494285 0.374747 0.219578 -2.263 0.538 -0.472
N 0.305079 0.582821 0.055155 1.247 0.084 1.105
N -2.214028 0.911043 0.388946 1.006 -0.168 -0.812
P 3.101137 0.293492 -0.139036 1.293 -0.111 0.537
H -1.200385 -1.019110 0.524653 1.308 1.109 0.115
H -2.500084 0.718362 -1.756185 1.024 -0.771 1.144
H 3.635380 0.703838 1.157805 -0.635 -0.254 -0.628

***

Copy entry 2 word for word.
9
Properties=species:S:1:pos:R:3:forces:R:3 method="wB97M-V/def2-TZVPD" e_above_lowest_kj_mol=303.9 orbital_gap_ev=8.75 fmax_ha_per_bohr=0.0558 multiplicity=1 total_charge=0 energy_ha=-566.827605
C -0.966891 0.034866 0.202245 -1.792 -1.851 -1.263
C -1.984198 0.483830 -0.774179 -1.188 1.425 0.273
C 1.494285 0.374747 0.219578 -2.263 0.538 -0.472
N 0.305079 0.582821 0.055155 1.247 0.084 1.105
N -2.214028 0.911043 0.388946 1.006 -0.168 -0.812
P 3.101137 0.293492 -0.139036 1.293 -0.111 0.537
H -1.200385 -1.019110 0.524653 1.308 1.109 0.115
H -2.500084 0.718362 -1.756185 1.024 -0.771 1.144
H 3.635380 0.703838 1.157805 -0.635 -0.254 -0.628

***

Repeat the second record exactly.
9
Properties=species:S:1:pos:R:3:forces:R:3 method="wB97M-V/def2-TZVPD" e_above_lowest_kj_mol=303.9 orbital_gap_ev=8.75 fmax_ha_per_bohr=0.0558 multiplicity=1 total_charge=0 energy_ha=-566.827605
C -0.966891 0.034866 0.202245 -1.792 -1.851 -1.263
C -1.984198 0.483830 -0.774179 -1.188 1.425 0.273
C 1.494285 0.374747 0.219578 -2.263 0.538 -0.472
N 0.305079 0.582821 0.055155 1.247 0.084 1.105
N -2.214028 0.911043 0.388946 1.006 -0.168 -0.812
P 3.101137 0.293492 -0.139036 1.293 -0.111 0.537
H -1.200385 -1.019110 0.524653 1.308 1.109 0.115
H -2.500084 0.718362 -1.756185 1.024 -0.771 1.144
H 3.635380 0.703838 1.157805 -0.635 -0.254 -0.628